# 1
The following is a DFT calculation (ωB97M-V with the def2-TZVPD basis set) of the molecule C4H6O2.

Geometry as ORCA input:
```
! RIJCOSX wB97M-V def2-TZVPD def2/J DEFGRID3
* xyz 0 1
O 0.117 -0.796 -1.360
C -0.714 -0.417 -0.287
C -0.362 -0.781 1.105
C -0.201 0.651 0.688
C 0.994 0.265 -1.416
O 2.130 0.196 -1.056
H -1.772 -0.375 -0.546
H 0.573 -1.323 1.208
H -1.159 -1.028 1.790
H -0.928 1.418 0.906
H 0.823 1.017 0.765
H 0.498 1.173 -1.798
*
```

Properties
calculated total energy	-8338.268	eV
SMILES string	O=COC1CC1
frontier orbital gap	11.6	eV

Löwdin population analysis, charges in e, atoms 1 to 8:
1. O 0.00
2. C -0.30
3. C -0.08
4. C -0.11
5. C -0.37
6. O 0.11
7. H 0.15
8. H 0.12



# 2
The following is a DFT calculation (ωB97M-V with the def2-TZVPD basis set) of the molecule C4H6O2.

Geometry as ORCA input:
```
! RIJCOSX wB97M-V def2-TZVPD def2/J DEFGRID3
* xyz 0 1
C -0.715 0.038 0.416
C 0.479 -0.889 0.081
C 1.743 -0.478 -0.042
C -0.576 1.421 -0.196
H -1.857 -0.895 -0.831
H -0.792 0.142 1.491
H 0.169 -1.973 -0.063
H 2.104 0.578 0.067
H 2.515 -1.241 -0.224
H -1.404 1.683 -0.917
O -1.970 -0.549 0.048
O 0.303 2.163 0.171
*
```

Properties
calculated total energy	-8338.596	eV
SMILES string	C=C[C@H](O)C=O
frontier orbital gap	10.4	eV

Löwdin population analysis, charges in e, atoms 1 to 8:
1. C -0.34
2. C -0.11
3. C 0.01
4. C -0.20
5. H 0.08
6. H 0.15
7. H 0.13
8. H 0.08



# 3
The following is a DFT calculation (ωB97M-V with the def2-TZVPD basis set) of a cluster of 2 separate species, C4H6O2 in total.

Geometry as ORCA input:
```
! RIJCOSX wB97M-V def2-TZVPD def2/J DEFGRID3
* xyz 0 1
O 1.260 1.442 -0.118
C 1.917 0.343 -0.205
O 1.443 -0.801 -0.099
C -0.468 -0.851 0.443
C -1.340 -0.326 -0.625
C -0.981 0.390 0.663
H 2.999 0.457 -0.394
H -0.301 -1.806 0.917
H -0.907 0.060 -1.549
H -2.293 -0.842 -0.769
H 0.220 1.157 0.237
H -1.550 0.776 1.499
*
```

Properties
calculated total energy	-8336.426	eV
SMILES string	C1=CC1.O=CO
frontier orbital gap	9.7	eV

Löwdin population analysis, charges in e, atoms 1 to 8:
1. O 0.04
2. C -0.35
3. O 0.01
4. C -0.09
5. C -0.11
6. C -0.14
7. H 0.14
8. H 0.13



# 4
The following is a DFT calculation (ωB97M-V with the def2-TZVPD basis set) of the molecule C4H6O2.

Geometry as ORCA input:
```
! RIJCOSX wB97M-V def2-TZVPD def2/J DEFGRID3
* xyz 0 1
O -1.566 0.544 0.652
C -0.935 -0.338 -0.225
C 0.102 0.148 -1.172
C 0.519 -0.639 0.055
C 1.134 0.111 1.183
O 1.762 -0.411 2.073
H -1.825 1.334 0.166
H -1.552 -1.182 -0.532
H 0.196 -0.328 -2.143
H 0.329 1.214 -1.164
H 0.863 -1.662 -0.056
H 0.973 1.210 1.161
*
```

Properties
calculated total energy	-8338.734	eV
SMILES string	O=C[C@@H]1C[C@@H]1O
frontier orbital gap	10.5	eV

Löwdin population analysis, charges in e, atoms 1 to 8:
1. O 0.00
2. C -0.33
3. C -0.06
4. C -0.18
5. C -0.24
6. O 0.06
7. H 0.10
8. H 0.15



# 5
The following is a DFT calculation (ωB97M-V with the def2-TZVPD basis set) of a cluster of 2 separate species, C4H6O2 in total.

Geometry as ORCA input:
```
! RIJCOSX wB97M-V def2-TZVPD def2/J DEFGRID3
* xyz 0 1
O -1.212 1.842 1.492
C -0.742 1.280 0.583
C -0.090 0.493 -0.253
C 0.562 -0.656 0.405
C 0.377 -2.014 -0.089
O 1.586 -1.296 -0.328
H -1.058 2.648 -0.822
H -0.310 2.616 -0.765
H -0.083 0.597 -1.331
H 0.771 -0.495 1.464
H 0.450 -2.845 0.609
H -0.252 -2.169 -0.965
*
```

Properties
calculated total energy	-8336.409	eV
SMILES string	O=C=C[C@H]1CO1.[H][H]
frontier orbital gap	9.8	eV

Löwdin population analysis, charges in e, atoms 1 to 8:
1. O 0.16
2. C -0.31
3. C -0.08
4. C -0.33
5. C -0.11
6. O -0.03
7. H 0.11
8. H 0.10



# 6
The following is a DFT calculation (ωB97M-V with the def2-TZVPD basis set) of a structure of composition C4H6O2.

Geometry as ORCA input:
```
! RIJCOSX wB97M-V def2-TZVPD def2/J DEFGRID3
* xyz 0 1
O 2.321 -1.345 0.110
C 1.344 -0.752 0.484
C 0.323 -0.124 -0.426
C -1.145 -0.539 -0.186
O -1.564 0.818 -0.018
C -0.205 1.266 -0.022
H 1.129 -0.631 1.572
H 0.665 -0.201 -1.461
H -1.656 -1.028 -1.020
H -1.291 -1.128 0.731
H 0.108 1.594 0.979
H -0.028 2.069 -0.743
*
```

Properties
calculated total energy	-8338.490	eV
frontier orbital gap	11.0	eV

Löwdin population analysis, charges in e, atoms 1 to 8:
1. O 0.07
2. C -0.24
3. C -0.20
4. C -0.14
5. O -0.11
6. C -0.15
7. H 0.14
8. H 0.15



# 7
The following is a DFT calculation (ωB97M-V with the def2-TZVPD basis set) of a cluster of 2 separate species, C4H6O2 in total.

Geometry as ORCA input:
```
! RIJCOSX wB97M-V def2-TZVPD def2/J DEFGRID3
* xyz 0 1
C 0.346 1.278 1.027
C 0.420 1.424 -0.475
C -1.061 -1.941 -0.385
C 0.197 -1.780 -0.735
O 1.322 -1.658 -1.029
O -0.356 0.947 -1.276
H -0.542 0.716 1.308
H 0.309 2.270 1.505
H 1.229 0.739 1.407
H 1.278 2.013 -0.835
H -1.397 -2.894 0.008
H -1.745 -1.114 -0.519
*
```

Properties
calculated total energy	-8338.735	eV
SMILES string	C=C=O.CC=O
frontier orbital gap	10.1	eV

Löwdin population analysis, charges in e, atoms 1 to 8:
1. C -0.05
2. C -0.30
3. C 0.00
4. C -0.29
5. O 0.15
6. O 0.02
7. H 0.07
8. H 0.08



# 8
The following is a DFT calculation (ωB97M-V with the def2-TZVPD basis set) of the molecule C4H6O2.

Geometry as ORCA input:
```
! RIJCOSX wB97M-V def2-TZVPD def2/J DEFGRID3
* xyz 0 1
O -1.891 0.256 -0.129
C -0.635 0.165 0.456
C 0.530 1.041 0.007
C 0.982 0.017 -0.918
O 0.926 -1.267 -0.526
C -0.065 -1.204 0.563
H -2.363 0.973 0.308
H 0.215 1.951 -0.511
H 1.233 1.306 0.810
H 1.363 0.156 -1.933
H 0.496 -1.396 1.487
H -0.792 -1.998 0.386
*
```

Properties
calculated total energy	-8336.028	eV
frontier orbital gap (alpha / beta)	7.1 / 8.5	eV

Löwdin population analysis, charges in e, atoms 1 to 8:
1. O 0.01
2. C -0.26
3. C -0.14
4. C -0.16
5. O -0.07
6. C -0.11
7. H 0.10
8. H 0.12



# 9
The following is a DFT calculation (ωB97M-V with the def2-TZVPD basis set) of a structure of composition C4H6O2.

Geometry as ORCA input:
```
! RIJCOSX wB97M-V def2-TZVPD def2/J DEFGRID3
* xyz 0 1
C -0.468 -0.635 0.450
C 0.806 -1.152 -0.382
C 1.572 0.133 0.052
C 0.247 0.665 0.289
H -1.558 0.322 -0.826
H -0.341 -1.031 1.440
H 0.566 -1.097 -1.453
H 1.233 -2.160 -0.130
H 2.095 0.072 1.063
H 2.071 0.767 -0.660
O -1.792 -0.537 -0.076
O -0.333 1.670 -0.160
*
```

Properties
calculated total energy	-8337.873	eV
frontier orbital gap	10.7	eV

Löwdin population analysis, charges in e, atoms 1 to 8:
1. C -0.30
2. C -0.07
3. C -0.09
4. C -0.42
5. H 0.22
6. H 0.15
7. H 0.12
8. H 0.12



# 10
The following is a DFT calculation (ωB97M-V with the def2-TZVPD basis set) of a cluster of 2 separate species, C4H6O2 in total.

Geometry as ORCA input:
```
! RIJCOSX wB97M-V def2-TZVPD def2/J DEFGRID3
* xyz 0 1
O 2.007 1.058 1.043
C 1.473 -0.023 1.081
C 0.493 -0.247 -1.253
C -0.639 -0.192 -0.577
C -1.760 0.423 0.072
O -1.564 -1.025 -0.061
H 1.967 -0.967 0.782
H 0.928 -1.196 -1.541
H 0.998 0.669 -1.530
H 0.450 -0.179 1.478
H -1.730 0.781 1.100
H -2.541 0.838 -0.558
*
```

Properties
calculated total energy	-8336.749	eV
SMILES string	C=C1CO1.C=O
frontier orbital gap	10.5	eV

Löwdin population analysis, charges in e, atoms 1 to 8:
1. O -0.02
2. C -0.20
3. C 0.04
4. C -0.40
5. C -0.03
6. O 0.04
7. H 0.09
8. H 0.08



# 11
The following is a DFT calculation (ωB97M-V with the def2-TZVPD basis set) of the molecule C4H6O2.

Geometry as ORCA input:
```
! RIJCOSX wB97M-V def2-TZVPD def2/J DEFGRID3
* xyz 0 1
C 1.651 0.074 -0.118
O 1.136 -0.418 1.118
C 0.219 -0.058 0.118
C -0.884 0.933 0.435
O -1.867 0.022 -0.082
C -0.873 -0.943 -0.465
H 2.190 -0.690 -0.673
H 2.110 1.064 -0.104
H -0.889 1.896 -0.089
H -0.979 1.090 1.516
H -1.016 -1.917 0.016
H -0.836 -1.067 -1.555
*
```

Properties
calculated total energy	-8337.576	eV
SMILES string	C1OCC12CO2
frontier orbital gap	10.9	eV

Löwdin population analysis, charges in e, atoms 1 to 8:
1. C -0.06
2. O 0.00
3. C -0.40
4. C -0.09
5. O -0.10
6. C -0.09
7. H 0.12
8. H 0.12



# 12
The following is a DFT calculation (ωB97M-V with the def2-TZVPD basis set) of a cluster of 2 separate species, C4H6O2 in total.

Geometry as ORCA input:
```
! RIJCOSX wB97M-V def2-TZVPD def2/J DEFGRID3
* xyz 0 1
C -4.156 -0.246 0.045
C -3.280 0.542 0.072
C 1.720 -0.079 -0.045
C 1.980 1.306 -0.012
H -4.824 -1.221 0.222
H -2.395 1.063 0.001
H 0.611 -1.612 -0.244
H 2.986 1.462 0.140
H 1.373 1.771 -0.854
H 1.412 1.695 0.986
O 2.483 -1.003 0.242
O 0.424 -0.535 -0.319
*
```

Properties
calculated total energy	-8336.939	eV
SMILES string	CC(=O)O.C#C
frontier orbital gap	11.1	eV

Löwdin population analysis, charges in e, atoms 1 to 8:
1. C -0.04
2. C -0.03
3. C -0.60
4. C 0.00
5. H 0.09
6. H -0.01
7. H 0.21
8. H 0.06



no.,strongest force on any atom (eV/Å)
1,0.88
2,1.56
3,0.41
4,0.44
5,1.03
6,0.42
7,1.07
8,2.48
9,4.92
10,0.53
11,0.35
12,6.49